Record 1
{"formula": "C22H43CeN2OP2S", "method": "ωB97M-V with the def2-TZVPD basis set", "species": ["C", "C", "C", "H", "C", "C", "P", "H", "H", "H", "H", "H", "H", "H", "C", "H", "C", "H", "H", "H", "H", "S", "H", "C", "H", "H", "H", "H", "H", "H", "H", "C", "H", "C", "O", "H", "H", "P", "H", "C", "C", "H", "C", "H", "C", "C", "H", "H", "N", "C", "C", "C", "H", "H", "C", "H", "N", "H", "H", "H", "H", "H", "C", "C", "H", "H", "C", "H", "H", "H", "Ce", "H"], "coordinates": [[2.77, -0.74, 2.78], [-0.02, 0.71, 6.00], [-5.24, 1.10, -0.86], [0.22, 0.16, 6.90], [0.34, -2.91, 0.48], [-2.42, 2.73, -2.80], [2.36, -0.87, 0.97], [3.56, -0.69, -1.04], [5.48, -1.66, 1.15], [-2.54, -1.61, -2.42], [-3.30, 3.22, -2.37], [-2.33, 3.06, -3.84], [-0.42, -1.07, 4.79], [5.33, 0.89, -0.54], [-2.56, 1.19, -2.82], [-1.52, 3.07, -2.26], [4.97, -1.72, 0.19], [-6.04, 1.22, -0.10], [3.79, 1.59, 0.02], [-4.70, 1.20, -3.32], [-3.58, 1.07, -4.69], [-0.81, -0.04, 2.12], [5.72, -1.59, -0.60], [3.98, -1.56, 3.23], [4.97, 0.91, 1.19], [-0.92, 2.60, 2.88], [-5.33, 1.95, -1.54], [-3.72, -1.56, -1.11], [0.27, 2.67, 6.89], [0.19, -4.02, 0.42], [4.54, -2.73, 0.08], [3.92, -0.62, 0.01], [-0.07, -2.60, -1.52], [4.52, 0.78, 0.20], [1.01, 3.97, 0.86], [4.93, -1.04, 3.00], [2.36, -2.97, -0.27], [-2.44, 0.44, -1.13], [2.19, -3.20, 1.47], [-1.84, -2.33, -0.50], [-3.89, 1.07, -0.13], [4.01, -2.57, 2.80], [2.89, 0.71, 3.27], [-0.20, -2.64, 1.41], [0.00, 2.11, 6.00], [-3.77, 0.74, -3.65], [-3.47, 3.23, -0.22], [-2.18, -3.38, -0.70], [-0.66, 2.10, 3.73], [1.82, -2.61, 0.62], [-0.35, 2.80, 4.86], [0.82, 2.89, 0.39], [-5.46, 0.17, -1.40], [3.95, -1.67, 4.32], [-0.35, 0.02, 4.84], [-0.38, 3.89, 4.76], [-0.34, -2.18, -0.65], [-2.73, 2.40, 1.18], [3.87, 1.16, 3.02], [0.92, 2.28, -0.72], [2.81, 0.73, 4.37], [-3.96, 0.32, 0.68], [-0.57, 0.73, 3.67], [-2.67, -1.38, -1.36], [-2.10, -2.20, 0.56], [-3.88, -0.35, -3.66], [-3.61, 2.43, 0.52], [2.11, 1.38, 2.89], [-1.66, 0.78, -3.31], [1.87, -1.17, 3.26], [0.19, 0.55, -0.10], [-4.47, 2.71, 1.14]], "lowdin_charge": [-0.52, 0.03, -0.09, 0.14, -0.26, -0.09, 0.94, 0.11, 0.07, 0.10, 0.08, 0.10, 0.14, 0.11, -0.54, 0.07, -0.08, 0.10, 0.07, 0.07, 0.11, 0.72, 0.11, -0.08, 0.08, 0.14, 0.09, 0.11, 0.14, 0.16, 0.08, -0.54, 0.13, -0.08, 0.18, 0.09, 0.10, 0.94, 0.11, -0.25, -0.52, 0.08, -0.10, 0.08, 0.01, -0.08, 0.08, 0.16, 0.09, -0.29, 0.01, -0.15, 0.09, 0.10, -0.04, 0.16, -0.11, 0.04, 0.08, 0.02, 0.09, 0.11, -0.57, -0.29, 0.10, 0.08, -0.10, 0.05, 0.11, 0.09, 0.61, 0.10], "homo_lumo_gap_ha": [0.2183, 0.2483], "total_charge": 3, "homo_energy_ev": [-17.5, -17.4], "de_lowest_ev": 0.000}

***

Record 2
{"formula": "C22H43Cl21N4O2S", "method": "ωB97M-V with the def2-TZVPD basis set", "species": ["H", "C", "H", "H", "H", "C", "H", "C", "H", "C", "C", "H", "Cl", "C", "H", "N", "H", "N", "Cl", "H", "H", "H", "H", "H", "H", "H", "Cl", "O", "Cl", "H", "C", "Cl", "H", "C", "Cl", "Cl", "H", "H", "H", "C", "C", "Cl", "C", "H", "H", "C", "C", "Cl", "H", "Cl", "N", "Cl", "Cl", "H", "C", "H", "N", "C", "H", "H", "C", "H", "H", "C", "H", "Cl", "Cl", "Cl", "H", "C", "H", "Cl", "Cl", "C", "O", "C", "C", "H", "H", "H", "Cl", "H", "Cl", "H", "S", "H", "C", "Cl", "H", "H", "Cl", "H", "H"], "coordinates": [[8.16, 3.91, 5.94], [-0.48, -4.71, 0.09], [-6.13, -0.53, -1.28], [2.62, 5.86, -2.52], [1.43, -0.08, 3.62], [7.29, 3.42, 5.53], [-0.93, -4.88, -0.89], [-1.16, 1.20, 1.76], [-0.21, -2.14, -5.38], [5.23, 0.20, 3.33], [-1.63, -1.16, -0.56], [-4.56, -2.83, 0.33], [3.62, 4.91, 5.70], [-1.69, -2.49, 0.18], [3.26, 7.27, -1.65], [-5.20, -0.13, -1.32], [-2.03, -2.28, 1.20], [-4.78, -1.84, 0.31], [5.68, -3.69, -5.18], [5.84, -1.72, -6.45], [5.85, 0.78, 4.01], [-7.97, -2.12, 2.75], [-4.66, -1.79, -2.76], [-4.60, -3.00, -1.71], [-1.72, 2.13, 1.76], [-2.87, 0.35, -1.41], [7.47, 3.32, 3.77], [-0.48, 1.76, -0.46], [0.97, 2.78, 2.39], [-2.30, -5.71, 0.77], [-2.95, -0.38, -0.61], [4.64, 5.38, -1.44], [0.18, -2.17, -7.12], [-0.46, 4.05, -2.67], [4.64, 1.28, 2.06], [3.70, -1.55, -5.52], [4.70, -2.89, -7.16], [-1.43, -1.33, 7.06], [-3.13, 0.13, 0.34], [-0.64, -1.03, 6.38], [0.03, 1.29, 2.72], [-0.07, 0.58, 6.83], [-7.64, -2.68, 1.88], [-1.33, 4.82, -6.72], [-0.37, 1.39, 3.73], [0.95, 0.06, 2.66], [-0.33, -3.20, 0.26], [3.49, 2.09, 6.51], [0.38, 3.86, -3.32], [-9.06, -3.20, 0.97], [-4.14, -2.14, -1.97], [-1.91, 4.21, -3.67], [4.18, 7.06, -3.80], [0.19, -1.72, 6.42], [5.05, -2.43, -6.25], [1.69, 0.21, 1.89], [-1.26, -1.45, -1.95], [-0.27, -1.06, -2.52], [-5.18, 0.65, -0.68], [0.34, -2.84, -0.52], [-1.36, -5.36, 1.18], [-4.38, -1.46, 1.16], [-1.90, 3.40, -7.64], [-4.26, -1.17, -0.89], [2.75, 3.08, 4.51], [3.91, -0.51, 4.26], [-1.30, -1.05, 4.73], [-1.75, -3.42, -6.61], [0.51, -5.17, 0.07], [-1.04, 4.00, -7.37], [-7.01, -2.08, 1.23], [-0.14, 5.51, -1.72], [0.11, 2.98, -6.50], [-0.14, -2.75, -6.27], [-0.57, -0.41, 0.05], [3.60, 3.22, 5.16], [3.50, 6.43, -2.29], [0.16, -2.98, 1.21], [-0.60, 3.22, -1.98], [-1.81, 0.40, 2.12], [1.06, -4.02, -5.97], [-0.87, -6.23, 1.60], [7.13, 1.82, 6.27], [0.36, -0.82, 2.42], [1.01, -0.56, -3.25], [4.52, 3.03, 4.62], [-0.74, 0.91, 0.34], [-6.67, -4.05, 2.44], [5.80, -0.60, 2.87], [6.39, 3.99, 5.74], [-0.35, 4.67, -8.86], [-1.56, -4.66, 2.00], [-2.40, -3.14, -0.32]], "lowdin_charge": [0.03, -0.25, 0.08, -0.03, 0.01, -1.00, 0.11, -0.13, -0.03, -0.99, -0.43, 0.06, 0.53, -0.12, 0.02, 0.07, 0.12, 0.09, 0.50, 0.02, -0.05, 0.02, 0.08, 0.08, 0.13, 0.14, 0.53, 0.14, 0.66, 0.07, -0.05, 0.50, 0.03, -1.00, 0.52, 0.48, 0.02, 0.03, 0.11, -0.98, -0.71, 0.52, -1.04, 0.01, 0.06, -0.17, -0.19, 0.48, 0.02, 0.50, 0.11, 0.51, 0.50, 0.03, -1.02, 0.06, 0.14, -0.75, 0.07, 0.11, -0.10, 0.08, 0.03, -0.64, -0.03, 0.54, 0.57, 0.50, 0.10, -1.04, -0.02, 0.52, 0.49, -1.03, 0.02, -1.03, -1.04, 0.11, -0.02, 0.10, 0.49, 0.07, 0.52, 0.04, 0.75, -0.02, -0.47, 0.49, 0.03, -0.01, 0.50, 0.07, 0.11], "homo_lumo_gap_ha": 0.3443, "total_charge": 0, "homo_energy_ev": -9.4, "smiles": "CCCC[C@](CC(N)(N)N)(N=C=S)OC(=O)C[C@@H](C)Cl.ClCCl.ClCCl.ClCCl.ClCCl.ClCCl.ClCCl.ClCCl.ClCCl.ClCCl.ClCCl"}

***

Number 1: DFT total energy -70853.6366 eV. Number 2: DFT total energy -307373.8102 eV.